No. 1
{
  "formula": "C5H12N2O",
  "method": "ωB97M-V/def2-TZVPD",
  "elements": ["O", "N", "N", "C", "C", "C", "C", "C", "H", "H", "H", "H", "H", "H", "H", "H", "H", "H", "H", "H"],
  "xyz": [[-0.5417, 1.2366, -1.2732], [1.5252, -0.5885, -0.3242], [3.2719, 0.8140, 2.6547], [-2.6968, 0.3007, -1.0050], [-3.6627, -0.8315, -1.1743], [-1.4422, 0.2162, -1.4123], [2.4887, -0.2993, 0.7032], [2.2477, 0.5198, 1.7103], [-1.0509, -0.6498, -1.9451], [3.4613, -0.7669, 0.6005], [-3.7893, -1.4000, -0.2538], [0.8504, -1.2714, 0.0113], [3.8774, 1.5676, 2.3568], [-3.3038, -1.5209, -1.9460], [1.9945, -1.0371, -1.1008], [-4.6461, -0.4890, -1.5009], [2.9021, 1.0806, 3.5563], [1.2909, 1.0142, 1.8528], [-3.0503, 1.2463, -0.6169], [0.2737, 0.8583, -0.8935]],
  "e_above_lowest_kcal_mol": 60.8,
  "homo_energy_ha": -0.312,
  "mol_weight_g_mol": 116.2,
  "orbital_gap_ev": 9.41,
  "lumo_ev": 0.908,
  "smiles": "C/C=C/O.N/C=C/N"
}

---

No. 2
{
  "formula": "C3H3ClOS",
  "method": "ωB97M-V/def2-TZVPD",
  "elements": ["Cl", "S", "O", "C", "C", "C", "H", "H", "H"],
  "xyz": [[3.0430, -0.9525, 0.1683], [-2.8601, -0.8789, 0.0431], [2.0752, 1.5368, 0.0141], [0.3192, -0.2290, -0.5156], [-0.7675, -0.0866, 0.2429], [1.7710, 0.4112, -0.1688], [0.1931, -0.6230, -1.4481], [-0.7089, 0.4341, 1.1346], [-3.0651, 0.3879, 0.5295]],
  "multiplicity": 3,
  "e_above_lowest_kcal_mol": 36.6,
  "s_squared": 2.009,
  "homo_energy_ha": [-0.263, -0.378],
  "mol_weight_g_mol": 122.6,
  "orbital_gap_ev": [7.57, 6.80],
  "lumo_ev": [0.408, -3.496]
}

---

No. 3
{
  "formula": "C6H6BrNO3",
  "method": "ωB97M-V/def2-TZVPD",
  "elements": ["Br", "O", "O", "O", "N", "C", "C", "C", "C", "C", "C", "H", "H", "H", "H", "H", "H"],
  "xyz": [[-1.5424, 0.8808, 1.7720], [-0.1564, -1.1640, -1.4277], [-0.1608, 2.4553, -0.7086], [3.4583, -0.1233, 0.2129], [1.6999, 1.1970, -0.3487], [0.3552, 1.4601, -0.2803], [-0.4058, 0.3240, 0.3636], [1.3122, -0.6155, 1.1485], [-0.9285, -0.6549, -0.6560], [2.2893, 0.1266, 0.3075], [-2.4061, -0.8856, -0.6599], [-2.6653, -1.5619, -1.4708], [1.2865, -0.3448, 2.1938], [-2.7241, -1.3066, 0.2932], [1.2195, -1.6702, 0.9429], [-2.9241, 0.0634, -0.7937], [2.2927, 1.8194, -0.8886]],
  "e_above_lowest_kcal_mol": 0.0,
  "homo_energy_ha": -0.367,
  "mol_weight_g_mol": 220.0,
  "orbital_gap_ev": 9.63,
  "lumo_ev": -0.346
}